C3H5N2 | ωB97M-V with the def2-TZVPD basis set

Output
Total charge   +1
Electronic energy   -6159.42093 eV
HOMO-LUMO gap   0.4235 hartree

Geometry as XYZ:
```
10
Properties=species:S:1:pos:R:3:mulliken_charge:R:1
C -0.22133 0.50966 0.91133 -0.0766
C -0.76755 -0.10330 -0.28143 0.1147
N -0.41486 -1.49835 -0.19430 -0.3865
C 0.61210 -0.56714 0.17534 -0.0129
N 0.45896 0.00941 -1.17405 -0.1571
H 0.36524 1.54751 0.87184 0.2031
H -0.75947 0.40622 1.82655 0.2758
H -0.98982 -2.07233 0.41458 0.2841
H 0.45297 -0.91526 -1.78348 0.4267
H 0.81666 1.00197 -1.55326 0.3288
```

***

C2F6N4 | ωB97M-V with the def2-TZVPD basis set

Output
Electronic energy   -24326.92810 eV
HOMO-LUMO gap   0.3757 hartree

Geometry as XYZ:
```
12
Properties=species:S:1:pos:R:3:mulliken_charge:R:1
F 0.43039 -2.57754 -0.79626 -0.2347
C 0.24741 -1.35807 -0.36394 0.2260
C 1.15473 -0.44765 -0.01470 0.4497
F 2.48287 -0.66993 -0.06326 -0.2277
N 0.71003 0.78432 0.49181 0.4626
F 1.59814 1.54166 1.17899 -0.1905
N -0.36947 1.35433 -0.02139 0.0103
F -0.17124 2.10838 -1.38284 -0.3120
N -1.26084 0.40796 -0.37256 0.3791
F -2.52808 0.73276 0.07421 -0.1764
N -1.08143 -0.86110 -0.12068 -0.0974
F -1.21251 -1.01511 1.39062 -0.2891
```

***

C8H20Cl2O8V | ωB97M-V with the def2-TZVPD basis set

Output
⟨S²⟩   3.796
Electronic energy   -75726.72757 eV
2S+1   4
HOMO-LUMO gap (spin up / spin down)   0.1971 / 0.2332 hartree

Geometry as XYZ:
```
39
Properties=species:S:1:pos:R:3:mulliken_charge:R:1
V -2.59226 15.24996 18.09595 1.4160
Cl -1.78728 14.57540 14.71566 -0.7018
Cl -3.32115 16.49787 21.47681 -0.7117
C -6.72146 16.42205 16.73527 -0.5918
O -5.39418 16.91773 16.93693 -0.4428
H -6.73155 15.35804 16.49884 0.2103
H -7.38155 16.56400 17.59097 0.2850
H -7.19262 17.01396 15.95058 0.2758
H -5.49495 17.86428 16.81248 0.2731
C -5.50741 12.37949 19.48787 -0.6108
O -4.43061 12.45436 18.60751 -0.4526
H -5.33984 12.91364 20.42313 0.2757
H -6.30698 12.92746 18.98935 0.2389
H -5.94517 11.41951 19.76158 0.2913
H -4.55308 11.80086 17.91502 0.2770
C 2.06773 17.62219 16.21300 -0.5444
O 1.59509 18.89241 16.75679 -0.3141
C 0.43794 19.01324 17.41400 0.7575
O -0.30989 18.09560 17.70932 -0.5815
O 0.25233 20.29926 17.57504 -0.3017
C -0.81715 20.82218 18.32761 -0.6399
H 2.17646 16.99309 17.09647 0.2312
H 3.00786 17.65922 15.66265 0.2518
H 1.23063 17.21374 15.64684 0.2998
H -1.81584 20.53886 17.99529 0.2664
H -0.78385 21.91115 18.36134 0.2256
H -0.63357 20.52171 19.35917 0.3273
C 2.27434 12.15233 17.15195 -0.5827
O 2.27200 12.02031 18.58462 -0.2955
C 1.56253 12.90862 19.33879 0.7799
O 0.69819 13.73637 18.94972 -0.6063
O 2.05385 12.76475 20.58739 -0.3169
C 1.71609 13.65321 21.72777 -0.5669
H 3.26592 11.93720 16.75374 0.2543
H 2.18712 13.19593 16.84962 0.2731
H 1.53336 11.45637 16.75865 0.2626
H 0.99857 13.09586 22.32996 0.2543
H 1.37087 14.59895 21.31004 0.3103
H 2.58887 13.77596 22.36909 0.2244
```

***

C19H21BrN2O3 | ωB97M-V with the def2-TZVPD basis set

Output
Electronic energy   -99209.74644 eV
HOMO-LUMO gap   0.3217 hartree

Geometry as XYZ:
```
46
Properties=species:S:1:pos:R:3:mulliken_charge:R:1
C -1.45426 -3.85736 -1.29586 -0.9978
O -1.15247 -2.54494 -1.70286 -0.4132
C 0.08580 -2.04054 -1.42142 0.8730
C 1.06460 -2.73207 -0.71683 -0.6522
C 2.28706 -2.14113 -0.45246 -0.6044
C 2.52689 -0.85360 -0.89009 -0.7449
Br 4.19404 -0.03937 -0.49967 -0.1277
C 1.57519 -0.15522 -1.60946 0.0381
C 0.35343 -0.74355 -1.88615 0.6378
C -0.68811 0.03723 -2.64507 -1.6842
N -1.31132 1.03598 -1.79165 0.2012
C -2.00807 0.50839 -0.64552 -1.1768
C -1.04446 2.34017 -2.02541 1.1246
O -0.48721 2.72500 -3.03254 -0.6935
C -1.59411 3.35493 -1.01430 -1.1741
N -1.15711 3.10085 0.34401 -0.0838
C 0.10522 2.69466 0.62122 0.5368
O 0.90331 2.41003 -0.24116 -0.5837
C 0.40865 2.54164 2.10938 -1.2433
C 0.62782 1.07614 2.37174 0.7737
C 1.90329 0.53282 2.30490 -0.4197
C 2.09813 -0.82354 2.49382 -0.5329
C 1.01846 -1.65536 2.73523 -0.6392
C -0.25721 -1.12208 2.79945 -0.4589
C -0.45090 0.23657 2.62181 -0.3095
H -2.47070 -4.04440 -1.63949 0.2576
H -0.77972 -4.58689 -1.75427 0.3731
H -1.41689 -3.95871 -0.20640 0.3557
H 0.88884 -3.73426 -0.36079 0.4497
H 3.04295 -2.68515 0.09212 0.4800
H 1.76276 0.85458 -1.93905 0.4960
H -0.22592 0.57948 -3.47284 0.5485
H -1.45788 -0.63866 -3.02708 0.4482
H -2.78669 1.19104 -0.31197 0.3348
H -2.47406 -0.43305 -0.93828 0.4812
H -1.32477 0.30752 0.18572 0.2876
H -2.68680 3.33877 -1.04418 0.4558
H -1.24852 4.33733 -1.35892 0.3455
H -1.74569 3.44080 1.08757 0.2337
H -0.40686 2.93188 2.71931 0.4304
H 1.32236 3.09729 2.32329 0.3967
H 2.74696 1.17445 2.10113 0.3932
H 3.09833 -1.22821 2.45326 0.4725
H 1.17004 -2.71505 2.87888 0.4235
H -1.10536 -1.76350 2.99230 0.4159
H -1.44903 0.64908 2.68857 0.2751
```

***

For the records above, the corresponding ΔE to the lowest compared entry with this formula, charge and spin values read 6.472; 0.000; 9.167; 1.145 eV.